{"formula": "C7H15Li4NO5", "method": "ωB97M-V with the def2-TZVPD basis set", "symbols": ["Li", "Li", "Li", "Li", "C", "O", "O", "O", "C", "O", "C", "C", "N", "C", "C", "O", "C", "H", "H", "H", "H", "H", "H", "H", "H", "H", "H", "H", "H", "H", "H", "H"], "xyz": [[-13.771, 7.573, 10.030], [-16.115, 5.480, 9.479], [-17.127, 6.660, 5.792], [-13.970, 8.974, 7.150], [-16.027, 7.381, 7.995], [-16.634, 6.294, 7.733], [-15.991, 8.274, 7.136], [-15.438, 7.423, 9.025], [-19.445, 8.851, 6.003], [-18.667, 8.169, 5.166], [-17.847, 9.078, 4.451], [-16.780, 8.290, 3.568], [-15.762, 7.601, 4.418], [-14.401, 7.648, 3.821], [-13.350, 6.755, 4.493], [-13.161, 7.214, 5.797], [-12.495, 6.271, 6.709], [-19.954, 9.557, 5.347], [-19.063, 9.294, 6.923], [-20.225, 8.227, 6.441], [-17.286, 9.845, 4.985], [-18.473, 9.700, 3.811], [-16.346, 9.141, 3.043], [-17.310, 7.610, 2.901], [-15.640, 8.293, 5.143], [-14.059, 8.677, 3.926], [-14.529, 7.288, 2.801], [-12.418, 6.761, 3.927], [-13.717, 5.736, 4.616], [-12.062, 5.454, 6.132], [-13.272, 5.921, 7.389], [-11.667, 6.711, 7.264]], "forces_ev_per_angstrom": [[-0.611, 0.083, -0.243], [-0.110, 0.679, -0.747], [0.239, 0.420, 0.580], [-0.716, -0.734, -0.117], [-2.240, -1.325, -4.593], [-1.820, -2.352, -0.780], [0.649, 2.686, -1.845], [4.727, 0.647, 7.772], [-3.794, 1.302, 1.885], [3.742, -1.693, -0.959], [1.379, -1.126, -1.972], [-1.091, 1.157, 1.055], [-0.235, 0.734, 0.044], [-0.266, -1.122, -0.176], [-1.205, -0.278, -0.061], [1.038, 0.896, 2.197], [-0.509, 0.215, -0.976], [-0.438, 0.780, 0.709], [1.087, 0.432, -0.406], [-0.126, -0.502, -0.460], [-0.052, -0.401, 1.176], [-0.276, -0.280, -0.435], [0.308, -0.266, -0.640], [0.308, -0.014, -0.113], [-0.440, -0.437, 0.892], [0.276, 0.138, -0.753], [0.476, 0.472, -0.239], [0.054, 0.032, -0.127], [-0.110, -0.251, -0.652], [-0.192, -0.137, -0.001], [0.200, -0.225, 0.086], [-0.252, 0.468, -0.103]], "gap_ev": [3.8954, 9.6163], "total_charge": 1, "spin_multiplicity": 2}



{"formula": "C7H15N", "method": "ωB97M-V with the def2-TZVPD basis set", "symbols": ["C", "C", "C", "C", "C", "C", "C", "N", "H", "H", "H", "H", "H", "H", "H", "H", "H", "H", "H", "H", "H", "H", "H"], "xyz": [[1.492, 2.319, 1.007], [1.772, 1.001, 0.330], [0.735, 0.522, -0.745], [-0.555, -0.120, -0.217], [-0.929, -1.402, -0.910], [-2.223, -1.747, -0.994], [-2.701, -3.137, -1.174], [2.322, 2.345, 2.242], [1.708, 3.167, 0.368], [0.423, 2.355, 1.263], [1.830, 0.160, 1.016], [2.768, 0.946, -0.114], [1.365, -0.180, -1.303], [0.390, 1.378, -1.323], [-1.363, 0.611, -0.081], [-0.347, -0.260, 0.867], [-0.091, -1.996, -1.261], [-2.860, -0.959, -0.604], [-3.611, -3.206, -1.784], [-1.957, -3.773, -1.707], [-2.887, -3.599, -0.217], [1.819, 2.398, 3.117], [2.901, 3.176, 2.222]], "forces_ev_per_angstrom": [[-0.137, -1.060, 1.372], [-0.705, -1.062, -1.216], [0.638, 0.854, 0.465], [1.118, 0.336, 1.270], [-1.029, 0.780, 0.361], [1.596, 0.221, 0.821], [-0.021, -0.627, -1.667], [0.363, 0.906, -0.306], [0.077, 0.143, -0.182], [0.127, 0.145, -0.053], [-0.202, 0.223, 0.749], [0.044, 0.595, -0.147], [-0.782, 0.077, -0.545], [0.588, -0.027, -0.690], [-0.133, -0.174, -0.865], [-0.038, -0.870, -0.333], [-0.180, -0.341, 0.116], [-0.580, -0.336, -0.126], [0.013, 0.058, 0.271], [-0.285, 0.511, 0.449], [-0.192, -0.138, 0.371], [-0.374, -0.095, -0.227], [0.093, -0.118, 0.116]], "gap_ev": 10.0444, "smiles": "C/C=C/CCCCN"}



{"formula": "C7H15N2", "method": "ωB97M-V with the def2-TZVPD basis set", "symbols": ["C", "C", "C", "C", "C", "C", "C", "N", "N", "H", "H", "H", "H", "H", "H", "H", "H", "H", "H", "H", "H", "H", "H", "H"], "xyz": [[-1.386, -0.467, 0.024], [-0.433, 0.257, -0.596], [-1.328, -1.870, 0.637], [-2.786, 0.128, -0.085], [-0.085, 1.405, -1.313], [1.865, 0.735, 1.230], [2.342, 0.033, -0.024], [1.309, -1.775, -1.189], [1.254, -0.723, -0.639], [-1.967, -2.392, -0.067], [-1.411, -1.729, 1.756], [-0.291, -2.151, 0.606], [-3.281, -0.216, -1.072], [-2.773, 1.251, -0.124], [-3.396, -0.130, 0.815], [-1.073, 1.986, -1.217], [0.765, 2.096, -0.888], [0.185, 1.025, -2.374], [1.388, 1.639, 0.916], [1.099, 0.183, 1.779], [2.656, 0.988, 1.892], [3.290, -0.580, 0.038], [2.624, 0.789, -0.684], [2.240, -2.381, -1.286]], "forces_ev_per_angstrom": [[0.734, 1.395, -1.207], [0.650, -4.641, 2.767], [1.642, 2.718, 0.446], [-0.824, 0.830, -0.567], [0.363, 2.589, -1.673], [-0.833, -0.608, -0.003], [1.412, -1.518, 1.071], [0.641, -3.071, -1.429], [-0.938, 1.958, 0.832], [-0.328, -0.996, 1.047], [-1.341, -0.676, -1.289], [0.207, -0.841, -0.545], [0.627, 0.294, 1.749], [0.023, -1.047, -0.007], [0.404, -0.056, -0.919], [1.466, -0.335, -0.896], [-1.731, -1.483, -0.792], [-0.629, 1.385, 1.352], [-0.229, 0.676, 0.152], [0.299, -0.211, 0.021], [0.765, 0.085, 0.453], [-1.233, 0.159, 0.318], [0.267, 1.252, -1.596], [-1.414, 2.144, 0.715]], "gap_ev": 9.5624, "total_charge": 1}



{"formula": "C7H15N2O3", "method": "ωB97M-V with the def2-TZVPD basis set", "symbols": ["C", "C", "C", "C", "C", "C", "C", "N", "N", "O", "O", "O", "H", "H", "H", "H", "H", "H", "H", "H", "H", "H", "H", "H", "H", "H", "H"], "xyz": [[-0.202, -1.363, 1.218], [0.361, 1.418, 1.164], [0.405, 0.603, 2.503], [-0.712, 0.931, 0.190], [-0.995, 1.765, -0.986], [1.624, 0.072, -1.409], [-0.769, -2.167, -1.798], [0.104, -0.785, 2.361], [-0.191, -0.457, -0.075], [-0.471, -2.530, 1.111], [1.144, -0.666, -0.373], [-0.999, -0.968, -1.072], [0.253, 2.380, 1.448], [1.282, 1.258, 0.629], [1.365, 0.718, 2.998], [-0.403, 1.013, 3.110], [-1.675, 0.661, 0.704], [-0.218, 2.154, -1.658], [-1.596, 2.595, -0.740], [-1.672, 1.252, -1.730], [2.786, -0.138, -1.301], [1.395, 1.100, -1.302], [1.202, -0.380, -2.281], [-0.736, -1.863, -2.792], [-1.624, -2.843, -1.586], [0.232, -2.425, -1.512], [0.111, -1.338, 3.180]], "forces_ev_per_angstrom": [[-1.272, 5.269, -4.522], [0.221, -3.559, 0.078], [-0.621, 0.851, -1.103], [0.060, -0.599, 1.874], [-0.927, -0.376, -3.350], [3.661, -0.696, -1.328], [0.273, -0.525, 1.918], [1.417, 2.652, 2.486], [-0.594, -3.657, 1.858], [-1.290, -6.768, -0.411], [0.357, -0.378, 1.735], [-1.868, 2.050, 0.212], [-0.379, 3.286, 0.568], [0.525, 0.531, 0.256], [0.037, 0.119, 0.251], [0.118, 0.126, 0.517], [0.824, 0.503, -0.433], [0.296, -0.203, 0.824], [-0.561, 1.153, 0.865], [0.677, 0.074, 1.005], [-2.352, 0.712, -0.762], [0.145, 0.950, -0.218], [0.215, 0.342, -1.264], [-0.207, 0.369, -1.899], [1.108, 0.112, -0.032], [0.224, -1.427, 0.020], [-0.088, -0.909, 0.854]], "gap_ev": [6.5232, 7.3896], "total_charge": 1, "spin_multiplicity": 3}